Entry 1:
C26H65BNO23PS5Si2 as an isolated structure at a distorted geometry, computed with the ωB97M-V functional and the def2-TZVPD basis.

gap between HOMO and LUMO: 10.236 eV
net charge: 0
LUMO energy: -0.0003 Ha
max |F|: 2.40 eV/Å

Geometry as XYZ:
```
124
Properties=species:S:1:pos:R:3:forces:R:3:lowdin_charge:R:1
C 3.177 0.127 4.909 0.6 0.0 0.2 -0.051
C 4.380 0.105 3.982 -0.6 0.3 0.1 -0.241
O 4.029 -0.528 2.727 0.4 0.7 -0.3 -0.243
P 5.189 -1.422 2.096 0.3 -2.3 0.5 0.441
O 5.452 -2.605 2.917 0.2 -0.3 0.2 -0.252
C 4.645 -1.870 0.440 -0.7 1.5 0.2 -0.238
C 3.480 -0.958 -0.024 -0.1 -0.4 -0.3 -0.287
Si 1.817 -1.675 0.479 0.4 -0.2 -0.5 0.558
C 1.956 -2.772 1.988 -0.5 -0.5 -0.3 -0.203
C 0.709 -3.604 2.117 0.0 2.1 0.2 -0.413
C -0.136 -3.340 3.292 0.3 -1.6 0.0 -0.067
O 0.681 -4.527 3.128 -0.1 -1.2 0.3 -0.070
O 0.611 -0.522 0.581 0.7 0.1 0.6 -0.280
Si 0.279 0.321 1.962 -1.1 -0.2 0.6 0.461
C -1.488 0.879 1.840 0.5 0.4 -0.3 -0.109
B -1.552 2.336 1.251 -0.1 -0.6 0.0 -0.760
O -1.699 2.550 -0.118 0.1 0.2 0.1 0.138
O -1.413 3.366 2.113 -0.5 0.3 0.3 0.177
N 1.351 1.690 2.233 0.5 -0.3 -0.6 0.114
C 1.860 2.257 1.291 -0.8 0.3 -0.3 -0.383
O 2.241 2.846 0.354 0.4 -0.2 0.6 0.151
O 6.532 -0.592 1.946 -0.6 1.0 0.1 -0.178
C 6.444 0.764 1.461 0.4 0.0 -0.3 -0.257
C 6.741 0.857 -0.017 -0.1 0.4 0.0 -0.061
H 2.772 1.125 4.959 -0.5 0.1 -0.1 0.070
H 3.507 -0.144 5.902 0.0 -0.1 0.3 0.076
H 2.431 -0.593 4.607 -0.2 -0.1 -0.2 0.054
H 4.661 1.126 3.756 0.2 0.2 -0.1 0.108
H 5.224 -0.380 4.448 0.2 -0.4 -0.1 0.114
H 4.352 -2.907 0.470 0.1 -0.4 0.0 0.077
H 5.494 -1.741 -0.216 0.3 -0.2 -0.1 0.086
H 3.622 0.071 0.285 0.0 0.2 0.2 0.048
H 3.476 -0.947 -1.109 -0.1 0.1 -0.3 0.073
H 1.429 -2.576 -0.631 -0.1 0.0 0.0 0.029
H 2.760 -3.497 1.879 0.5 0.2 -0.2 0.096
H 2.092 -2.259 2.929 0.3 0.2 0.1 0.060
H 0.186 -3.855 1.209 -0.2 -0.4 -0.4 0.127
H 0.287 -2.897 4.173 -0.5 1.2 0.0 0.111
H -1.179 -3.584 3.196 -0.4 0.3 0.4 0.109
H 0.408 -0.546 3.139 0.3 0.0 0.0 0.024
H -1.956 0.818 2.814 0.0 0.1 0.3 0.076
H -1.966 0.172 1.174 -0.2 -0.2 -0.2 0.075
H -0.852 2.467 -0.563 -0.1 0.0 -0.3 0.097
H -1.741 4.195 1.741 0.2 0.4 -0.2 0.073
H 5.469 1.199 1.649 -0.3 0.0 0.2 0.096
H 7.164 1.336 2.027 0.3 0.0 0.3 0.119
H 7.224 1.802 -0.205 0.3 0.4 -0.2 0.076
H 5.830 0.882 -0.599 -0.2 -0.3 -0.3 0.064
H 7.401 0.072 -0.358 0.1 -0.3 0.0 0.085
O -2.274 6.068 0.803 -0.2 -0.2 0.2 -0.276
S -1.615 7.333 0.653 0.5 0.1 -0.2 0.570
O -2.298 8.536 0.998 -0.2 0.0 0.1 -0.261
O -1.066 7.436 -0.824 0.1 0.0 -0.1 -0.260
C -2.002 7.193 -1.909 -0.4 0.0 -0.5 -0.243
C -2.915 8.370 -2.173 0.0 0.2 0.3 -0.068
C -0.060 7.292 1.471 0.1 -0.1 0.0 -0.113
H -2.569 6.285 -1.706 0.0 0.0 0.1 0.111
H -1.384 6.999 -2.782 0.2 0.0 0.1 0.120
H -3.604 8.529 -1.344 0.0 0.0 0.0 0.076
H -3.500 8.186 -3.070 0.0 -0.1 0.0 0.061
H -2.341 9.288 -2.298 0.0 0.0 -0.1 0.086
H 0.469 6.388 1.178 0.0 0.0 0.0 0.070
H -0.260 7.286 2.540 -0.1 0.0 0.0 0.080
H 0.500 8.181 1.196 0.0 0.0 0.0 0.076
O -3.990 6.094 -4.323 0.0 0.1 0.2 -0.279
S -4.687 5.698 -5.511 0.1 -0.3 -0.3 0.565
O -5.977 6.237 -5.794 -0.1 0.2 0.1 -0.264
O -4.752 4.117 -5.552 0.0 -0.1 0.0 -0.261
C -5.275 3.433 -4.388 -0.3 -0.3 0.4 -0.243
C -6.787 3.494 -4.310 0.0 0.2 -0.1 -0.071
C -3.648 5.915 -6.912 0.1 0.0 0.0 -0.119
H -4.811 3.836 -3.487 0.1 0.1 -0.1 0.114
H -4.944 2.403 -4.492 0.1 0.0 -0.2 0.122
H -7.134 4.509 -4.124 0.0 0.0 0.0 0.072
H -7.142 2.857 -3.500 0.1 -0.1 0.0 0.083
H -7.232 3.161 -5.247 0.0 -0.1 0.0 0.085
H -2.679 5.472 -6.703 0.0 0.0 0.0 0.075
H -3.551 6.986 -7.075 0.0 0.0 0.0 0.078
H -4.118 5.444 -7.770 0.0 0.0 0.0 0.077
O -1.954 -10.288 1.355 -0.2 -0.1 0.2 -0.283
S -0.550 -10.287 1.072 0.2 0.2 -0.4 0.563
O 0.382 -10.684 2.078 0.0 -0.1 0.2 -0.266
O -0.152 -8.866 0.508 0.0 0.1 -0.1 -0.259
C -0.527 -7.699 1.285 -0.1 0.5 0.3 -0.236
C 0.378 -7.465 2.473 0.0 -0.5 0.1 -0.065
C -0.242 -11.202 -0.397 0.0 0.0 -0.1 -0.120
H -1.573 -7.784 1.584 0.0 -0.2 -0.1 0.113
H -0.457 -6.865 0.589 0.0 -0.1 -0.2 0.119
H 0.262 -8.253 3.218 0.0 0.0 0.0 0.076
H 0.146 -6.511 2.943 0.0 -0.1 -0.1 0.056
H 1.424 -7.460 2.166 0.0 0.1 0.0 0.092
H -0.932 -10.871 -1.167 0.0 0.0 0.0 0.076
H -0.407 -12.251 -0.161 0.0 0.0 0.1 0.076
H 0.790 -11.041 -0.696 0.0 0.0 0.0 0.075
O -4.878 -8.221 -0.327 0.0 0.1 -0.2 -0.277
S -5.848 -8.719 0.599 0.1 -0.1 0.3 0.564
O -7.226 -8.782 0.224 -0.1 0.0 -0.2 -0.277
O -5.719 -7.896 1.953 0.0 0.0 0.1 -0.263
C -5.762 -6.457 1.864 -0.1 0.5 0.0 -0.256
C -7.169 -5.926 1.674 -0.1 -0.2 -0.1 -0.074
C -5.339 -10.274 1.231 0.1 -0.1 0.1 -0.116
H -5.096 -6.119 1.068 0.0 -0.1 -0.1 0.112
H -5.351 -6.102 2.807 0.0 -0.2 0.1 0.119
H -7.567 -6.203 0.699 0.0 0.0 0.0 0.071
H -7.169 -4.839 1.747 0.1 0.0 0.0 0.080
H -7.838 -6.335 2.430 0.0 0.0 0.1 0.085
H -4.303 -10.203 1.551 0.0 0.0 0.0 0.044
H -5.439 -10.997 0.425 0.0 0.0 -0.1 0.081
H -5.988 -10.544 2.060 -0.1 0.0 0.0 0.077
O 6.165 5.514 -4.256 0.1 -0.2 -0.1 -0.273
S 5.939 6.151 -2.998 -0.2 0.3 0.1 0.556
O 6.423 5.554 -1.793 0.1 -0.2 0.0 -0.278
O 4.390 6.447 -2.846 -0.2 0.0 0.1 -0.264
C 3.455 5.359 -3.052 -0.3 -0.4 -0.1 -0.236
C 3.355 4.407 -1.874 0.4 0.3 -0.1 -0.086
C 6.478 7.822 -3.066 0.0 0.1 0.0 -0.122
H 3.710 4.830 -3.971 0.2 0.1 0.0 0.115
H 2.497 5.847 -3.215 0.1 0.2 0.0 0.119
H 4.272 3.837 -1.741 0.0 0.0 0.0 0.073
H 2.539 3.705 -2.033 -0.1 0.0 -0.1 0.071
H 3.175 4.955 -0.952 -0.1 0.0 0.0 0.076
H 6.076 8.283 -3.963 0.0 0.0 0.0 0.075
H 7.565 7.805 -3.099 0.0 -0.1 0.0 0.077
H 6.136 8.336 -2.173 0.0 0.0 0.0 0.075
```
Positions in Å, forces in eV/Å.

Entry 2:
A 3-piece molecular cluster, C12H15N3 overall at a distorted geometry, computed with the ωB97M-V functional and the def2-TZVPD basis.

gap between HOMO and LUMO: 8.725 eV
structure (SMILES): c1cc[nH]c1.c1cc[nH]c1.c1cc[nH]c1
energy relative to the best compared isomer or geometry (same formula, charge and spin): 125.0 kJ/mol
net charge: 0
LUMO energy: 0.0270 Ha
max |F|: 3.27 eV/Å

Geometry as XYZ:
```
30
Properties=species:S:1:pos:R:3:forces:R:3:lowdin_charge:R:1
C -2.094 0.729 0.347 0.3 0.9 -0.9 -0.122
C -0.721 0.843 0.536 2.5 -1.0 1.8 -0.130
C -0.137 -0.433 0.475 -1.4 0.6 -1.5 -0.099
N -1.136 -1.241 -0.101 1.5 0.2 0.9 0.008
C -2.257 -0.508 -0.183 -2.6 -0.8 0.2 -0.187
H -2.807 1.508 0.572 -0.1 -0.2 -0.5 0.097
H -0.127 1.709 0.788 -0.3 0.1 0.3 0.086
H 0.850 -0.804 0.708 -0.1 0.1 -0.3 0.094
H -1.100 -2.236 -0.268 0.1 0.3 0.0 0.143
H -3.201 -0.937 -0.483 0.2 -0.3 -0.1 0.109
C 2.757 5.007 0.272 -1.4 0.7 -0.8 -0.116
C 3.512 5.959 1.015 -1.4 1.9 -0.8 -0.099
C 2.732 7.160 1.014 1.2 -1.9 -0.6 -0.130
N 1.612 6.921 0.264 0.1 0.7 0.7 -0.024
C 1.577 5.634 -0.177 1.3 -0.3 0.4 -0.140
H 2.950 4.001 -0.070 0.5 0.0 0.4 0.082
H 4.566 5.962 1.251 -0.2 -0.4 0.4 0.081
H 2.984 8.164 1.323 -0.1 -0.2 0.2 0.098
H 0.919 7.645 0.144 -0.1 -0.4 -0.2 0.146
H 0.820 5.309 -0.875 0.0 -0.1 0.3 0.102
C -1.802 -6.030 -1.630 1.8 0.3 -2.0 -0.129
C -2.288 -6.108 -0.359 -1.7 0.0 1.4 -0.168
C -1.265 -6.112 0.504 2.9 -0.3 0.8 -0.128
N -0.046 -6.066 -0.240 -1.9 0.5 0.1 0.016
C -0.398 -5.944 -1.567 -1.7 -0.3 -0.2 -0.127
H -2.459 -6.063 -2.487 0.5 0.3 -0.3 0.093
H -3.332 -6.099 -0.084 0.1 -0.2 0.1 0.103
H -1.247 -6.162 1.582 0.1 -0.1 -0.1 0.102
H 0.892 -6.106 0.132 -0.4 0.1 -0.1 0.139
H 0.246 -5.704 -2.400 0.4 -0.4 0.4 0.100
```
Positions in Å, forces in eV/Å.

Entry 3:
One molecule with the formula CH4N2O2 at a distorted geometry, computed with the ωB97M-V functional and the def2-TZVPD basis.

gap between HOMO and LUMO: 9.339 eV
structure (SMILES): O/N=C\NO
energy relative to the best compared isomer or geometry (same formula, charge and spin): 429.6 kJ/mol
net charge: 0
LUMO energy: 0.0244 Ha
max |F|: 6.34 eV/Å

Geometry as XYZ:
```
9
Properties=species:S:1:pos:R:3:forces:R:3:lowdin_charge:R:1
O 1.633 -0.947 -0.002 0.0 2.6 0.9 -0.109
N 1.267 0.506 -0.050 -0.2 -0.3 -1.2 -0.004
C 0.039 0.858 -0.091 -1.9 0.0 -0.4 -0.216
N -1.165 0.197 0.237 -0.5 4.2 0.8 -0.137
O -1.454 -1.024 -0.187 3.8 -5.0 0.4 -0.063
H 2.566 -0.702 0.219 -1.0 -1.1 -0.3 0.094
H -0.256 1.879 -0.471 1.2 -0.7 1.1 0.138
H -2.076 0.680 0.183 1.5 0.5 -0.1 0.143
H -0.556 -1.448 0.161 -3.0 -0.2 -1.3 0.154
```
Positions in Å, forces in eV/Å.

Entry 4:
A 2-piece molecular cluster, CH3IOS2 overall at a distorted geometry, computed with the ωB97M-V functional and the def2-TZVPD basis.

gap between HOMO and LUMO (spin up / spin down): 6.486 / 6.368 eV
spin multiplicity: 3
energy relative to the best compared isomer or geometry (same formula, charge and spin): 301.2 kJ/mol
net charge: 0
LUMO energy (spin up / spin down): 0.0205 / -0.1243 Ha
max |F|: 6.47 eV/Å

Geometry as XYZ:
```
8
Properties=species:S:1:pos:R:3:forces:R:3:lowdin_spin:R:1
C -0.449 -1.322 0.952 -0.5 -2.0 -1.3 0.146
O 0.429 1.067 0.752 -2.2 6.1 0.4 0.209
S 0.111 -1.519 -0.758 -2.4 -3.3 -3.5 1.130
S 0.937 -0.237 0.704 4.5 -2.4 3.8 0.459
I 0.926 2.775 -2.477 1.4 0.4 -1.5 0.004
H -1.455 -0.848 0.848 0.7 -0.4 0.5 0.025
H -0.390 -2.394 1.382 -0.1 2.1 0.0 0.026
H -0.109 2.477 -1.403 -1.4 -0.4 1.6 0.000
```
Positions in Å, forces in eV/Å.